The molecule C3HCl2FO in a non-equilibrium geometry, computed with ωB97M-V with the def2-TZVPD basis set.

SMILES string: O=C/C(Cl)=C(/F)Cl

Structure (XYZ):
```
8
Properties=species:S:1:pos:R:3:forces:R:3
O -1.438 -1.423 -0.135 -1.003 -1.538 0.019
C -1.269 -0.354 0.341 1.921 1.291 -1.119
C 0.017 0.392 0.094 -0.501 1.177 0.732
Cl -0.126 2.075 0.632 0.375 -0.739 -0.329
C 1.158 -0.062 -0.421 0.294 0.706 0.609
F 2.233 0.747 -0.480 -0.682 -0.881 -0.275
Cl 1.396 -1.665 -0.887 0.377 0.113 -0.191
H -1.971 0.289 0.856 -0.781 -0.128 0.554
```
Positions in Å, forces in eV/Å.


A cluster of 2 separate species, C7H14N3 in total in a non-equilibrium geometry, computed with ωB97M-V with the def2-TZVPD basis set.

total charge: +1

Structure (XYZ):
```
24
Properties=species:S:1:pos:R:3:forces:R:3
C 0.529 1.905 -0.120 -1.764 -6.790 -0.035
C -0.833 1.871 -0.032 0.883 -2.555 -0.270
C 3.260 -0.041 -0.656 -3.154 4.264 1.904
C 3.163 0.070 0.818 1.561 -1.519 -0.032
C 2.033 -0.530 0.065 0.287 -2.746 -0.466
C 0.807 0.178 -0.177 -1.061 5.433 0.818
C -0.687 -1.765 -0.190 -1.437 -0.002 -1.816
N -0.391 -0.349 -0.190 0.856 1.345 -0.015
N -3.981 0.005 0.136 -1.924 1.619 -0.627
N -1.365 0.585 -0.047 -0.002 2.106 -0.200
H 1.253 2.618 -0.303 1.155 1.293 0.022
H -1.647 2.537 0.032 -0.133 1.503 0.025
H 3.028 0.888 -1.171 0.690 -0.339 -0.381
H 3.876 -0.721 -0.983 3.148 -3.292 -2.292
H 3.861 -0.509 1.428 -0.631 -0.626 -0.415
H 3.141 0.984 1.265 -0.862 2.689 0.795
H 2.018 -1.658 0.097 -0.503 1.376 0.135
H -0.543 -2.081 0.796 0.441 -0.986 1.421
H -1.821 -1.724 -0.326 1.666 -1.024 -0.470
H -0.018 -2.355 -0.946 -1.743 1.223 1.309
H -4.266 -0.157 1.083 0.153 -0.010 0.945
H -4.785 0.596 -0.214 1.264 -0.554 0.265
H -4.169 -0.873 -0.297 0.054 -0.904 -0.643
H -2.465 0.527 -0.070 1.055 -1.504 0.021
```
Positions in Å, forces in eV/Å.


A cluster of 2 separate species, C6H10O in total in a non-equilibrium geometry, computed with ωB97M-V with the def2-TZVPD basis set.

Structure (XYZ):
```
17
Properties=species:S:1:pos:R:3:forces:R:3
C 2.228 -0.830 -0.386 -1.220 0.363 0.421
C 0.494 0.181 0.681 -0.065 -0.249 -0.289
C 0.081 1.481 -0.034 0.119 -0.123 -0.088
C -1.399 1.268 -0.258 -0.028 -0.155 0.022
C -1.808 0.063 0.133 -0.025 0.153 -0.126
C -0.667 -0.813 0.600 -0.130 0.017 0.155
O -0.462 -1.896 -0.289 -0.316 -0.024 -0.297
H 1.968 -0.600 -1.423 -0.080 0.404 0.319
H 1.932 -0.094 0.435 1.378 0.130 -0.081
H 2.077 -1.897 -0.203 -0.148 0.370 0.369
H 0.734 0.404 1.735 0.358 -0.359 -0.479
H 0.620 1.634 -0.978 -0.097 -0.010 0.078
H 0.268 2.380 0.572 0.012 -0.313 -0.081
H -2.034 2.034 -0.696 0.086 -0.134 0.075
H -2.818 -0.326 0.052 0.098 0.086 0.015
H -0.853 -1.284 1.571 0.010 0.092 -0.139
H -0.359 -1.496 -1.166 0.048 -0.249 0.127
```
Positions in Å, forces in eV/Å.


Results for calculated total energy: -32935.6066, -11946.7858, -8426.7087 (in eV, following the order of the records).
Results for HOMO-LUMO gap: 9.7, 10.1, 8.7 (in eV, following the order of the records).